Computed, not measured: a 3-piece molecular cluster, C26H47N9O5P2 overall in a non-equilibrium geometry, with ωB97M-V/def2-TZVPD.

```
89
Properties=species:S:1:pos:R:3:lowdin_charge:R:1
H -5.31967 0.23813 -5.46535 0.10
C -4.37939 -1.71337 -0.47652 -0.01
H 1.01259 -4.31281 2.58142 0.08
H 4.30722 -2.81369 -1.20144 0.06
C -8.31384 -2.26862 -2.93055 -0.27
H 7.25758 4.10221 5.17005 0.08
H -7.26742 -1.54543 -5.30236 0.15
H 1.91408 -4.57849 -2.96621 0.08
C -3.56714 -2.82645 -0.33546 -0.06
H 1.61165 0.64305 1.26109 0.06
C 2.04119 2.35291 4.11436 -0.13
H 1.48036 -0.65741 2.46058 0.07
H -6.74217 0.46835 -8.00641 0.07
C 2.95158 3.66457 0.88616 -0.14
C 1.95782 -3.76290 2.55568 -0.13
H 1.77187 -2.75630 2.93524 0.06
H 0.29190 -0.50874 1.15347 0.08
N 3.48478 4.32532 2.07462 -0.30
H 3.49477 -5.14632 -0.05055 0.07
H -2.46143 -3.09178 -3.55023 0.11
H 2.65646 -4.23914 3.24237 0.08
H 3.73691 -3.26185 -2.77410 0.08
H 4.45078 6.04474 4.59864 0.06
H -2.27096 -4.19630 -1.36868 0.10
H 1.97794 3.18942 1.07750 0.06
C 2.82393 -5.10555 0.80081 -0.12
O -5.90321 0.25594 -3.19386 0.01
O -5.64181 0.83141 -1.03363 0.19
H 6.81614 2.64468 4.29741 0.07
C 3.43896 -2.74458 -1.86016 -0.13
C 3.57653 -0.98971 0.86936 -0.12
H 4.06378 2.33348 5.96362 0.09
H 4.26190 -1.40679 0.13949 0.05
C -6.33579 0.31768 -5.83176 -0.17
C 3.45434 3.22168 5.78175 -0.12
H 7.39323 4.05349 3.39951 0.08
P 4.36319 3.30223 3.15798 0.70
C -2.99441 -2.71269 -2.68796 -0.06
H -3.46756 -3.34333 0.60919 0.11
N 2.53379 -3.71052 1.18736 -0.28
C -6.32927 -0.23948 -7.29104 -0.08
N 3.08220 3.37705 4.35919 -0.28
H 0.53731 -4.40941 -1.89064 0.06
N -8.95470 1.24976 -2.35999 0.22
H 2.54535 3.14325 6.38158 0.08
C -8.67893 -0.00221 -5.36670 -0.21
N 2.18344 -1.24984 0.55375 -0.29
H -6.82670 -1.20548 -7.37665 0.07
H -5.29187 -0.39925 -7.59212 0.07
C 6.78808 3.73193 4.25492 -0.15
H -6.68744 1.34355 -5.91281 0.12
C 1.38417 -3.87533 -2.31819 -0.15
O 5.37442 2.80669 2.16042 -0.30
H 3.63561 2.89866 0.52466 0.06
H 3.98816 4.09266 6.14696 0.07
H 2.37404 6.01451 1.58082 0.08
N -9.71635 0.39380 -5.65379 0.21
C -4.48944 -1.12113 -1.72206 -0.16
H 1.65635 2.41941 3.09463 0.06
N -7.29595 -1.62195 -2.71943 0.22
H 3.33965 -5.60311 1.62448 0.08
H 3.24791 -1.69315 -2.10891 0.09
O -9.18212 -2.97058 -3.22680 0.23
C -2.89385 -3.31325 -1.44413 -0.08
H 1.64137 5.06059 2.87532 0.08
H 5.54603 6.09632 3.18439 0.09
N 2.28382 -3.39957 -1.27397 -0.34
H 1.92116 -5.67489 0.56624 0.09
H 2.81807 4.38531 0.07652 0.08
C 2.59836 5.40696 2.46080 -0.14
H 6.16577 6.05305 4.84489 0.08
C -3.80611 -1.59802 -2.83886 -0.01
P 1.50920 -2.77042 0.14058 0.67
C -7.12998 -0.35647 -3.43602 -0.41
C -5.38539 0.05242 -1.89651 -0.39
C -7.34525 -0.50257 -4.99270 -0.19
H 1.19278 2.51130 4.77910 0.08
N 5.41447 4.21815 4.17867 -0.35
C 1.34897 -0.40936 1.39583 -0.14
H -4.91900 -1.31229 0.37143 0.12
H 0.99329 -3.05892 -2.93784 0.08
O 0.20872 -2.35106 -0.47571 -0.30
H 3.86563 -1.36888 1.85982 0.08
C -8.18574 0.57856 -2.88228 -0.13
H 2.42187 1.33820 4.26304 0.08
C 5.38815 5.66843 4.18232 -0.14
H 3.05215 6.08259 3.17851 0.05
H -3.93921 -1.09712 -3.78746 0.11
H 3.77433 0.08511 0.86460 0.08
```

Net charge: 0
SMILES string: CC[C@H](C#N)[C@@](C#N)(N=C=O)OC(=O)c1ccccc1.CN(C)P(=O)(N(C)C)N(C)C.CN(C)P(=O)(N(C)C)N(C)C
E_tot, Eh: -2570.51456
Orbital gap, eV: 8.57


Computed, not measured: C26H48BrN4O4PmSi4Te as an isolated structure in a non-equilibrium geometry, with ωB97M-V/def2-TZVPD.

```
89
Properties=species:S:1:pos:R:3:mulliken_spin:R:1
N -0.31871 -2.58669 1.58137 0.00
C -1.43100 0.76775 5.54890 0.00
Si -0.36136 2.45486 -3.28153 0.00
H 0.44128 -5.69354 0.58295 0.00
H -1.95761 -1.17749 -4.83525 0.00
N -0.01066 0.88683 5.96440 0.00
C -2.31379 -0.33937 -0.96059 0.00
H 0.87559 -2.08107 -5.71849 0.00
O 0.72823 1.48606 3.86422 0.00
H -2.52876 3.70436 -2.78028 0.00
H -3.35207 -3.88288 1.18395 0.00
O 1.92761 -1.13752 3.37924 -0.01
H 2.23689 -2.40623 1.08828 0.00
C -2.02370 2.76683 -2.43654 0.00
H -0.13278 2.06445 -5.76307 0.00
H 0.51337 -2.56843 3.69917 0.00
H 1.39653 3.63243 -1.86993 0.00
C 0.85577 1.30314 5.16039 0.00
H -2.39714 0.37335 -4.32077 0.00
H -2.24291 -1.91224 1.85012 0.00
H -1.01208 3.53096 -5.36170 0.00
C 1.95844 -3.37952 1.47792 0.00
H -1.93314 -5.94803 0.76852 0.00
H 3.30206 1.91850 -4.26957 0.00
H -2.07917 0.69606 6.44531 0.00
H -3.42931 -0.94120 -3.92363 0.00
C 0.47455 -3.63784 1.30621 0.00
Br -3.56381 1.06475 2.23696 0.00
H 1.62113 -0.79033 -6.77603 0.00
C -0.11580 -4.82280 0.90006 0.00
H 1.89909 -2.57458 4.88669 0.00
Si -1.34928 -0.82595 -2.47630 0.00
H 3.87915 -1.71103 -4.55982 0.00
C 3.18494 -1.50295 -3.77208 0.00
H -0.01098 -0.57221 -6.01583 0.00
H -1.59611 -0.68417 -0.14811 0.01
H 2.60694 -2.41238 -3.46954 0.00
H 0.10719 5.31986 1.18212 0.00
C -1.48073 -4.95106 0.90411 0.00
H -3.13377 -1.02485 -0.89687 0.00
C -0.60815 4.47575 1.26860 0.00
Pm 0.18602 -0.06638 2.33659 4.04
O -1.14591 -0.99656 3.81531 -0.01
H 2.37574 -0.65680 4.12210 0.00
N -1.06026 2.16104 1.76493 0.00
H 0.26572 4.78102 -2.54330 0.00
C -2.39472 -0.61257 -4.03330 0.00
H 1.59068 4.06824 -3.56445 0.00
H 3.70995 -1.15813 -2.89131 0.00
C -0.84047 2.50590 -5.08118 0.00
H 2.23624 -4.46316 3.35911 0.00
C -1.90154 -0.42825 4.71712 0.00
N 3.11741 0.36843 5.27541 0.00
H -0.36026 -2.94974 -3.16252 0.00
H -1.74085 1.72954 5.00506 0.00
H 4.09173 0.62410 5.10360 0.00
H 2.31439 1.75889 6.74484 0.00
Si 0.57683 0.41649 -2.60800 0.00
H 3.31795 1.30144 -5.93404 0.00
H 1.82208 2.00365 -5.30061 0.00
O -3.02421 -0.85703 4.96042 0.00
H -1.78348 1.96901 -5.18923 0.00
H -2.57180 0.68160 -0.84147 0.00
H -2.22086 5.80396 1.31119 0.00
C 0.86097 3.87611 -2.79656 0.00
C 1.00344 -0.98981 -5.88204 0.00
H -1.71097 -3.25868 -1.99428 0.00
C 2.30822 1.51102 5.71772 0.00
C 2.68031 1.37424 -5.06026 0.00
Te 1.71238 0.49671 -0.39106 -0.01
H -3.91659 3.88248 1.55072 0.00
H 2.71906 2.36779 5.11914 0.00
H 0.82402 2.86934 1.26645 0.00
H 3.16804 -0.37524 5.92975 0.00
H -2.66946 1.89842 -2.71580 0.00
H 2.46925 -4.15308 0.89999 0.00
C -2.32933 2.45954 1.79812 0.00
C -1.95545 4.74452 1.33913 0.00
C 2.40778 -3.43628 2.99421 0.00
C 1.61145 -2.48973 3.84164 0.00
C -2.29688 -3.84694 1.19753 0.00
Si 1.96770 -0.20873 -4.40706 0.00
C -0.83800 -2.63590 -2.23228 0.00
C -0.19825 3.15361 1.42288 0.00
H 3.49080 -3.15110 3.02577 0.00
C -1.63704 -2.72197 1.57348 0.00
H -1.93540 2.77639 -1.34529 0.00
C -2.84779 3.75328 1.60522 0.00
H -0.07461 -2.76222 -1.46692 0.00
```

Net charge: 0
Spin multiplicity: 5
Expectation value of S²: 6.005
E_tot, Eh: -6148.10049
Orbital gap (alpha / beta), eV: 7.20 / 7.22


Computed, not measured: C26H48Cl3N4O4PmSi as an isolated structure in a non-equilibrium geometry, with ωB97M-V/def2-TZVPD.

```
87
Properties=species:S:1:pos:R:3:mulliken_spin:R:1
H 3.65288 -3.33100 -2.99396 0.00
H 1.72258 -2.95767 3.17178 0.00
Cl 2.11640 2.64138 -0.67661 -0.01
C 0.29035 -0.60857 5.97754 0.00
C 1.77260 -1.91191 2.82882 0.00
H -1.44622 3.79305 0.64043 0.00
H -1.26980 -5.57255 -4.26872 0.00
C 1.21061 4.19877 -3.66006 0.00
H -1.45072 2.22857 3.23370 0.00
H 1.38036 -1.84430 1.82082 0.00
H 2.77841 -1.48875 -3.78462 0.00
H 1.18051 5.26882 -3.41149 0.00
H -2.33731 0.77773 2.72792 0.00
H 1.78039 -2.03573 5.36167 0.00
H 2.28902 -0.34226 5.20803 0.00
H -2.16196 2.85714 -5.30556 0.00
C -1.68623 -2.12804 -3.90906 0.00
C 2.22271 -1.15529 -2.89795 0.00
N -0.21322 5.06229 1.70672 0.00
C -1.21060 -2.89374 -2.71467 0.00
H 1.15240 -1.35524 -3.06057 0.00
C -1.24176 3.44653 -5.27878 0.00
H -2.52271 1.41399 4.40462 0.00
N 2.71390 -1.92331 -1.76491 0.00
H -2.38264 -1.75241 -1.34552 0.00
C -0.43741 -4.88840 -4.04226 0.00
H 2.29089 -3.98916 -2.04695 0.00
C -0.86704 -4.99370 1.82724 0.00
H -2.67497 4.27355 -2.94315 0.00
C -2.31444 -3.57718 0.49031 0.00
Cl -2.51524 1.52386 -0.00023 0.00
Cl -0.36590 1.37836 -2.92220 0.00
C -1.19728 -3.08805 -0.18382 0.00
H 2.36804 -0.08324 -2.72822 0.00
Pm 0.15569 0.92610 -0.10777 4.02
H -3.30837 -3.21735 0.20662 0.00
N -0.74227 0.42923 4.06968 0.00
C -0.67975 -4.12861 -2.78382 0.00
H -0.39028 7.02248 0.94523 0.00
H 2.82824 -1.60524 2.82614 0.00
H -1.44558 5.39152 -2.32501 0.00
C 2.69520 -1.46374 -0.50633 0.00
H -0.55369 3.05471 -6.03441 0.00
C 0.95227 5.24109 2.56273 0.00
H 1.58355 6.03942 2.15000 0.00
C 0.25494 -4.45340 1.18846 0.00
H 1.50637 4.29854 2.59168 0.00
O 0.09569 2.80280 1.55534 0.00
H 3.23097 -2.11598 0.20701 0.00
H -0.25001 -4.24821 -4.91337 0.00
H -1.48817 4.48171 -5.54652 0.00
O -0.06730 -0.09085 1.94441 0.00
H -1.28694 0.85976 6.00271 0.00
N 0.99725 -1.07382 3.71652 0.00
C 0.08330 -3.51154 0.17162 0.00
C -2.15040 -4.55706 1.47470 0.00
H 0.44960 -5.52186 -3.90683 0.00
C 0.06461 -0.23150 3.20368 0.00
H 0.91112 -3.09887 -0.41364 0.00
C -1.82611 1.25403 3.57403 0.00
H -3.02589 -4.99468 1.96023 0.00
C -1.34396 -2.13625 -1.38804 0.00
O -0.49322 -1.06183 -1.35074 -0.01
H -1.82658 3.87469 -1.45358 0.00
Si -0.49608 3.45372 -3.56287 0.00
C 3.14628 -3.29047 -2.02213 0.00
H -0.45343 -1.41034 6.01695 0.00
H 0.31032 1.51253 5.55975 0.00
O 2.15872 -0.39221 -0.15020 0.00
C -0.54489 3.85094 1.27676 0.00
H -1.79493 -2.79600 -4.77243 0.00
H 1.26569 -4.76186 1.46361 0.00
H 0.65697 -0.43171 6.99310 0.00
C 1.43355 -1.03108 5.09706 0.00
H -0.74063 -5.72503 2.62674 0.00
C -1.70526 4.32794 -2.43708 0.00
H 0.63902 5.53395 3.57617 0.00
H -0.47365 -4.70830 -1.88090 0.00
H -1.81746 5.97270 0.70346 0.00
H -1.46801 6.66193 2.31443 0.00
H -0.96705 -1.33659 -4.16782 0.00
C -1.01663 6.24657 1.40251 0.00
H -2.64745 -1.63868 -3.69958 0.00
H 1.58570 4.10831 -4.68927 0.00
H 1.90581 3.71868 -2.95996 0.00
H 3.83343 -3.61496 -1.22728 0.00
C -0.36684 0.64110 5.45796 0.00
```

Net charge: 0
Spin multiplicity: 5
Expectation value of S²: 6.004
E_tot, Eh: -3818.23532
Orbital gap (alpha / beta), eV: 7.96 / 7.98


Computed, not measured: C26H48Cl3N4O4RuSi as an isolated structure in a non-equilibrium geometry, with ωB97M-V/def2-TZVPD.

```
87
Properties=species:S:1:pos:R:3:mulliken_spin:R:1
H -1.27394 2.46930 -7.29632 0.00
H 2.16426 0.66218 2.42796 0.00
C 2.14380 -3.49856 -9.18859 0.00
C -1.40308 1.11571 4.78771 0.00
Cl 1.72368 1.43564 -4.29466 0.29
H -1.91943 -5.39025 -1.32248 0.00
H -1.88560 2.77060 3.48925 0.00
Cl 0.50985 -2.03606 -4.25013 0.28
C 0.20063 0.36380 -9.18646 0.00
H -1.00925 5.98886 -2.76557 0.00
H -2.70036 4.82432 -2.35294 0.00
H 0.19344 5.19819 -3.82150 0.00
C 1.59791 -0.14663 2.92026 0.00
Ru 0.36253 0.00871 -3.14992 3.77
O -0.46254 -0.46675 1.21411 -0.01
C -2.58345 1.23766 1.22318 0.00
C -0.81612 -2.26455 -1.31796 0.02
C 0.37121 2.50230 -10.29324 0.00
H 0.56453 5.47330 -2.10913 0.00
H -1.54174 1.77142 5.65113 0.00
H 1.55971 -4.17392 -8.54290 0.00
H 3.67726 -2.82977 -6.88622 0.00
H 2.13218 -0.43464 3.83147 0.00
H -1.06418 0.95520 -10.81905 0.00
C 1.93040 -2.06540 -8.84753 0.00
H 2.41604 0.24427 -6.57856 0.00
H 2.59782 2.27855 -7.69814 0.00
C -1.85707 0.17670 -4.34068 0.29
O 0.50209 -0.35894 -6.31286 0.03
H -2.90380 0.09828 -4.67896 0.05
Si -0.97792 0.34908 -5.98963 -0.04
N -1.80014 0.97868 2.39853 0.00
H -1.56682 2.71962 -5.55998 0.00
H 1.82853 -3.67131 -10.22268 0.00
H 1.54594 -0.98517 2.22089 0.00
N 0.26356 0.26986 3.25182 0.00
H -2.63550 3.41565 -3.44777 0.00
H 1.01826 3.01612 -2.23157 0.00
C 1.82805 2.00142 -8.42416 0.00
C 1.39110 2.87999 -9.41667 0.00
H -3.24357 -0.34684 -6.73833 0.00
H -1.82263 1.03531 -3.65473 -0.07
H -2.32155 0.21396 -8.13285 0.00
C 0.07200 0.96623 4.49774 0.00
Cl 1.90308 -0.41564 -1.49898 0.37
N -1.37652 -3.42528 -1.70469 0.02
O -0.55280 1.70039 -2.16920 0.04
H -2.39419 2.24773 0.82255 0.00
C 2.68693 -2.46845 -6.56176 0.01
C -0.23696 5.22142 -2.80975 0.00
H 2.77027 -1.97349 -5.59102 -0.01
C 1.22814 0.73915 -8.32181 -0.01
H -3.21901 1.63414 3.74034 0.00
H 0.55821 1.95746 4.47323 0.00
C -1.38469 -4.57914 -0.81840 0.00
H -1.90102 -4.34151 0.12506 0.00
H -2.63305 3.17484 -1.67023 0.00
H -2.30939 0.50089 0.46590 0.00
H 0.09912 2.62612 -6.16883 0.00
C -0.65999 0.22023 2.22777 0.00
H 3.20021 -3.79646 -9.10573 0.00
H -1.67034 -0.76643 -3.80268 -0.14
H 1.85170 3.86725 -9.49310 0.00
C -0.91147 2.21443 -6.28723 0.01
H -3.65025 1.16594 1.46544 0.00
O -1.07194 -1.15880 -1.86406 0.06
H -1.35665 -3.41510 -3.81421 0.00
H -0.24732 -0.62746 -9.07169 0.00
H 0.55763 0.37631 5.28437 0.00
C -2.13268 1.70033 3.59953 0.00
H -0.36195 -4.90404 -0.57900 0.00
H -0.08744 -2.30473 -0.48377 0.00
C -0.23624 1.25073 -10.17382 0.00
C -0.06693 2.86296 -2.27221 0.02
H -2.01899 -1.40555 -7.45979 0.00
H -1.83395 0.13773 5.03095 0.00
C -2.24678 -0.36361 -7.20242 0.01
H -2.50188 -4.54936 -3.03458 0.00
H 2.06298 -3.36543 -6.43592 0.00
H 0.04179 3.19075 -11.07242 0.00
C -2.28529 3.82137 -2.48455 0.00
C 1.61644 -0.18999 -7.19202 -0.02
H -2.86740 -2.79454 -3.08452 0.00
C -2.07341 -3.54563 -2.98776 0.00
N -0.83205 3.94443 -2.44165 0.01
C 2.08928 -1.57988 -7.60486 0.00
H 1.68526 -1.42064 -9.69063 0.00
```

Net charge: 0
Spin multiplicity: 6
Expectation value of S²: 8.760
E_tot, Eh: -3304.48210
Orbital gap (alpha / beta), eV: 7.82 / 7.71